1.
{"formula": "C4H6N2O2", "method": "ωB97M-V/def2-TZVPD", "homo_ev": [-8.187, -8.190], "e_above_lowest_kcal_mol": 166.8, "largest_force_ev_per_a": 2.11, "gap_ev": [8.60, 8.60], "elements": ["C", "C", "C", "C", "N", "O", "O", "N", "H", "H", "H", "H", "H", "H"], "coordinates": [[1.529, -0.693, 0.867], [0.130, 0.937, -0.656], [-1.014, 0.050, 0.068], [0.422, 0.198, 0.501], [-1.637, -1.165, -0.219], [-1.686, 1.224, 0.395], [0.926, 1.153, -1.734], [-0.410, 1.920, 0.293], [0.626, 1.975, -2.154], [-1.877, -1.704, 0.605], [-2.444, -1.074, -0.825], [2.497, -0.230, 0.665], [1.463, -1.614, 0.275], [1.476, -0.977, 1.920]]}

***

2.
{"formula": "C4H6N2O2", "method": "ωB97M-V/def2-TZVPD", "s2": 2.0057, "homo_ev": [-5.182, -11.304], "e_above_lowest_kcal_mol": 64.4, "largest_force_ev_per_a": 10.32, "gap_ev": [5.73, 7.97], "multiplicity": 3, "elements": ["C", "C", "C", "C", "N", "N", "O", "O", "H", "H", "H", "H", "H", "H"], "coordinates": [[-1.551, 1.385, -0.016], [-1.283, -1.083, -0.064], [1.749, -0.122, -0.081], [-0.609, 0.275, -0.369], [-2.132, 2.344, 0.237], [0.560, 0.365, 0.544], [-0.845, -1.695, 0.998], [-2.209, -1.421, -0.708], [1.924, 0.432, -1.018], [2.725, -0.066, 0.400], [1.558, -1.148, -0.313], [-0.391, 0.335, -1.462], [-0.098, -0.988, 1.224], [0.600, 1.387, 0.629]]}

***

3.
{"formula": "C4H6N2O3S", "method": "ωB97M-V/def2-TZVPD", "homo_ev": [-8.065, -7.922], "e_above_lowest_kcal_mol": 110.9, "largest_force_ev_per_a": 4.01, "gap_ev": [7.71, 6.87], "elements": ["C", "C", "C", "C", "N", "N", "O", "O", "O", "S", "H", "H", "H", "H", "H", "H"], "coordinates": [[0.216, 0.645, 0.686], [-1.518, 0.259, -0.851], [1.122, -0.061, -0.147], [2.271, 0.750, -0.781], [-0.832, -0.176, 1.333], [-1.737, -0.256, 0.262], [0.359, 1.767, 1.115], [-1.858, 0.415, -1.972], [-2.937, -1.019, 0.533], [1.192, -1.729, -0.205], [2.457, 1.758, -0.341], [2.010, 0.858, -1.793], [3.265, 0.261, -0.761], [-1.393, 0.309, 1.997], [-3.073, -1.855, 0.072], [0.457, -1.926, 0.853]]}

***

4.
{"formula": "C4H6N2O6", "method": "ωB97M-V/def2-TZVPD", "homo_ev": -1.077, "e_above_lowest_kcal_mol": 2.6, "charge": -2, "largest_force_ev_per_a": 3.16, "gap_ev": 7.76, "elements": ["C", "C", "C", "C", "N", "N", "O", "O", "O", "O", "O", "O", "H", "H", "H", "H", "H", "H"], "coordinates": [[-1.767, 1.225, 0.177], [-0.784, -1.657, -0.688], [-0.220, 0.894, 0.276], [0.205, -0.662, 0.225], [2.466, 0.114, 0.035], [1.502, -0.896, -0.276], [-2.561, 1.044, 1.109], [-1.475, -2.402, 0.029], [-2.013, 1.905, -0.891], [-0.748, -1.550, -1.881], [0.314, 1.725, -0.712], [0.061, -1.145, 1.526], [-0.081, 1.355, 1.335], [3.119, -0.028, 0.790], [1.838, 0.895, 0.025], [1.417, -0.844, -1.249], [-0.534, 1.901, -1.136], [-0.739, -1.874, 1.308]]}

***

5.
{"formula": "C4H6N2OS", "method": "ωB97M-V/def2-TZVPD", "homo_ev": -9.139, "e_above_lowest_kcal_mol": 75.3, "largest_force_ev_per_a": 3.58, "gap_ev": 9.48, "elements": ["C", "C", "C", "C", "H", "H", "H", "H", "H", "H", "N", "N", "O", "S"], "coordinates": [[-0.605, -0.051, 0.090], [0.467, -0.329, -1.008], [0.359, 0.069, 1.209], [-1.143, 1.343, -0.032], [-1.158, -2.231, 0.685], [0.554, -1.425, -1.108], [0.293, 0.138, -1.953], [2.543, -0.414, -0.804], [0.029, 0.281, 2.232], [-0.422, 2.222, -0.040], [1.754, 0.096, -0.419], [1.629, -0.004, 0.984], [-2.357, 1.580, 0.017], [-1.942, -1.276, 0.147]]}

***

6.
{"formula": "C4H6N2OS", "method": "ωB97M-V/def2-TZVPD", "homo_ev": -9.004, "e_above_lowest_kcal_mol": 91.3, "largest_force_ev_per_a": 6.50, "gap_ev": 8.39, "elements": ["C", "C", "C", "C", "H", "H", "H", "H", "H", "H", "N", "N", "O", "S"], "coordinates": [[-1.386, 1.408, -1.140], [0.131, 0.266, -0.220], [1.071, 0.052, 0.788], [1.717, -1.281, 0.996], [-1.848, -0.453, -1.251], [-2.838, 0.391, -2.179], [-1.892, 2.368, -1.340], [0.161, -0.316, -1.242], [1.417, 0.737, 1.554], [1.720, -0.981, 3.607], [-1.770, 0.352, -1.963], [-0.439, 1.446, -0.306], [1.571, -2.242, 0.191], [2.384, -1.750, 2.506]]}

***

7.
{"formula": "C4H6N2S", "method": "ωB97M-V/def2-TZVPD", "homo_ev": -8.160, "e_above_lowest_kcal_mol": 88.1, "largest_force_ev_per_a": 7.89, "gap_ev": 8.35, "elements": ["C", "C", "C", "C", "H", "H", "H", "H", "H", "H", "N", "N", "S"], "coordinates": [[2.332, 0.092, -0.061], [0.812, 0.241, -0.012], [-1.943, 0.458, -0.245], [-1.713, -0.865, 0.368], [2.686, -0.226, -1.181], [2.979, 0.978, 0.330], [2.712, -0.633, 0.717], [-2.935, 0.645, -1.001], [-2.508, -1.566, -0.120], [-1.657, -0.722, 1.423], [0.185, 1.395, 0.203], [-1.014, 1.436, -0.209], [0.063, -1.233, -0.212]]}

***

8.
{"formula": "C4H6N2S", "method": "ωB97M-V/def2-TZVPD", "homo_ev": -7.767, "e_above_lowest_kcal_mol": 48.6, "largest_force_ev_per_a": 5.81, "gap_ev": 8.57, "elements": ["C", "C", "C", "C", "N", "N", "S", "H", "H", "H", "H", "H", "H"], "coordinates": [[-1.747, -0.520, 0.687], [-0.712, 0.358, 0.528], [-0.220, -1.253, -1.008], [1.530, 0.368, -0.576], [-1.746, -1.498, -0.294], [0.203, -0.106, -0.429], [0.338, -2.120, -2.283], [-2.480, -0.526, 1.357], [-0.357, 1.228, 1.137], [2.207, -0.314, -1.306], [1.362, 1.445, -0.861], [2.109, 0.528, 0.377], [-1.880, -2.432, -0.031]]}